(1)
Entry from the Open Molecules 2025 dataset: a molecular structure, C17H25Cl5N7O3PdS at a distorted geometry (wB97M-V/def2-TZVPD).

Cartesian coordinates (Å):
Pd -0.75524 0.07230 -0.52020
Cl -3.16285 -6.78581 -1.88533
C -2.27170 -5.48927 -1.35599
C -2.88414 -4.17836 -1.33554
Cl -4.50833 -3.99689 -1.78039
C -2.13647 -3.10379 -0.96161
Cl -2.76066 -1.51842 -0.97734
C -0.73868 -3.23616 -0.53137
O -0.08963 -2.28019 -0.17340
C -0.16852 -4.60186 -0.54305
Cl 1.42346 -4.77898 -0.05037
C -0.92134 -5.68439 -0.94204
Cl -0.25781 -7.24644 -0.94181
C -0.34183 2.11259 4.77539
N -0.79915 1.08121 3.84162
C -1.46959 -0.09238 4.39225
C -0.74131 1.23656 2.51255
N -1.11999 0.33444 1.65461
N -0.28630 2.46919 2.07927
C 0.14326 2.83009 0.82465
N 0.48388 4.12464 0.69993
N 0.23444 1.97843 -0.14161
H -0.17688 1.65615 5.74553
H -1.08253 2.90702 4.90524
H 0.60997 2.53890 4.46069
H -1.35754 -0.08838 5.47046
H -1.02570 -1.01711 4.01864
H -2.53832 -0.08480 4.16465
H -1.37289 -0.54459 2.07750
H -0.33243 3.21197 2.75683
H 0.54133 4.75605 1.48048
H 0.84372 4.46827 -0.17382
H 0.57579 2.35884 -1.01359
N 1.09455 -0.22525 -1.85092
C 2.23298 -0.40575 -1.99276
N 3.50104 -0.62487 -2.15869
C 4.38409 0.23488 -2.95259
C 5.49878 0.77362 -2.04659
O 6.14172 -0.27720 -1.36225
C 5.27309 -1.01969 -0.54667
C 4.18695 -1.67980 -1.40325
H 3.82466 1.05245 -3.40172
H 4.83519 -0.36322 -3.74681
H 5.07319 1.49802 -1.33756
H 6.25621 1.26869 -2.64982
H 4.79312 -0.37797 0.20653
H 5.87202 -1.77713 -0.04429
H 3.47456 -2.22101 -0.78263
H 4.66013 -2.36754 -2.10731
C -4.96429 1.46031 -0.60929
S -3.44089 2.40262 -0.82183
C -3.94385 3.35261 -2.26725
O -2.41732 1.41307 -1.36257
H -5.75479 2.14166 -0.29426
H -4.79661 0.72026 0.17162
H -5.23142 0.97773 -1.54848
H -4.69005 4.08058 -1.94763
H -4.35066 2.68413 -3.02327
H -3.06842 3.86996 -2.65259

Forces on the atoms, in the same order (eV/Å):
2.9 3.2 2.3
0.3 0.5 0.2
-0.1 -0.6 -0.2
-0.1 1.0 0.1
0.1 -0.1 0.0
-1.1 -0.1 -0.4
0.1 -0.4 -0.1
0.5 0.6 0.2
-0.3 -0.8 0.0
0.4 -1.2 -0.1
-0.4 0.1 -0.1
0.6 0.0 0.2
-0.1 0.1 0.0
0.0 0.2 0.1
0.0 0.0 0.0
-0.1 -0.1 0.0
0.0 0.0 -0.1
-0.2 -0.6 -1.3
0.0 0.2 0.0
-0.2 -0.1 0.4
0.0 -0.1 -0.2
-0.7 -1.8 -0.7
0.0 0.0 0.0
0.0 0.0 0.0
0.0 -0.1 0.0
0.0 0.0 0.0
0.1 0.0 0.0
0.0 0.0 0.0
0.0 0.0 0.1
0.0 0.0 0.0
0.0 -0.1 0.1
0.0 0.0 0.0
0.0 -0.1 -0.1
-0.8 -0.2 0.2
0.0 0.2 -0.1
-0.3 -0.2 0.0
0.6 0.3 -0.1
-0.4 -0.1 -0.1
0.2 0.0 0.0
-0.3 -0.1 -0.1
0.5 0.0 0.4
-0.1 0.0 0.0
-0.1 -0.1 0.0
0.1 0.0 0.0
0.0 0.0 0.0
0.1 0.0 0.0
0.0 0.0 0.0
-0.1 0.0 0.0
-0.1 0.0 -0.1
0.1 0.2 0.0
-0.1 -0.2 -0.5
-0.1 0.0 0.3
-0.9 0.3 -0.2
0.0 0.0 0.0
0.0 0.1 0.0
0.1 0.0 0.0
0.0 0.0 0.0
0.0 0.0 0.0
0.0 0.0 0.1

highest occupied orbital energy: -0.5849 Eh
Kohn-Sham gap: 0.1293 Ha
total charge: +3
energy above the lowest of the compared OMol25 structures with the same formula, charge and spin: 69.1 kcal per mole
E: -111505.7419 eV

=====

(2)
Entry from the Open Molecules 2025 dataset: a molecular structure, C17H25CuN5 at a distorted geometry (wB97M-V/def2-TZVPD).

Cartesian coordinates (Å):
Cu -0.47753 -0.12834 0.00778
C -0.66786 2.43767 -1.66220
C 0.81262 2.05620 -1.49939
N 0.96600 1.64819 -0.11818
C 2.19849 1.09980 0.44134
C 1.76099 0.52412 1.76764
C 2.49142 0.47316 2.94182
C 1.83523 0.08189 4.10446
C 0.47130 -0.17702 4.08220
C -0.20191 -0.10451 2.86883
C -1.69921 -0.18517 2.70493
N -2.11098 -0.37615 1.29992
C -3.04178 0.61311 0.73290
C -2.31769 1.81738 0.11818
N -1.54167 1.40328 -1.06444
N 0.47101 0.17660 1.76170
H -0.88399 2.55995 -2.72371
H -0.85242 3.40042 -1.17825
H 1.44632 2.90865 -1.76963
H 1.07232 1.21461 -2.14456
H 0.65977 2.41146 0.48404
H 2.98349 1.85467 0.57878
H 2.58883 0.32791 -0.22666
H 3.53450 0.74416 2.95642
H 2.38093 0.03269 5.03445
H -0.05697 -0.41478 4.98921
H -2.10995 0.76016 3.07632
H -2.10002 -0.97784 3.33985
H -2.53327 -1.29368 1.22591
H -3.75637 0.96848 1.48273
H -3.62184 0.12616 -0.05520
H -1.63026 2.23859 0.85525
H -3.05824 2.58488 -0.13890
H -2.20270 1.10098 -1.77577
N -1.23202 -1.64546 -1.40857
C -0.59742 -2.84165 -1.87392
C -0.38132 -3.90681 -0.99759
C 0.12995 -5.09967 -1.46846
C 0.43936 -5.24704 -2.81787
C 0.22945 -4.18341 -3.69115
C -0.27435 -2.98544 -3.22338
H -1.46842 -1.06834 -2.21386
H -2.08852 -1.90347 -0.91867
H -0.64269 -3.80943 0.04467
H 0.26944 -5.92628 -0.79028
H 0.82868 -6.18460 -3.18517
H 0.43517 -4.29871 -4.74303
H -0.47074 -2.17717 -3.91310

Forces on the atoms, in the same order (eV/Å):
0.5 0.9 0.9
0.5 0.1 -0.1
0.0 0.4 -0.4
-0.3 -0.4 -0.2
0.4 0.0 -0.1
0.3 0.1 0.3
-0.2 0.0 -0.2
-0.1 0.0 -0.1
-0.1 0.0 -0.2
0.3 -0.1 0.4
0.0 0.0 0.5
0.3 -0.4 -0.3
-0.4 0.7 -0.2
-0.5 0.1 0.2
-0.3 -0.3 -0.3
-0.5 -0.6 -0.5
-0.1 0.0 0.1
0.0 0.0 0.0
0.0 -0.1 -0.1
0.0 0.0 0.0
-0.1 -0.2 0.0
-0.1 -0.2 0.0
0.0 0.0 0.0
0.1 0.1 0.0
0.0 0.0 0.1
-0.1 0.0 0.2
-0.1 -0.1 0.0
-0.1 0.1 -0.1
0.0 0.0 0.0
0.1 -0.1 0.0
0.0 -0.1 0.1
0.0 0.1 0.0
0.1 0.0 0.1
0.0 0.0 0.1
0.2 0.8 0.5
0.5 -1.3 -0.5
-0.2 0.6 -0.2
0.1 -0.1 -0.4
-0.1 0.3 0.1
0.2 -0.4 0.2
-0.3 0.3 0.5
-0.2 -0.2 0.1
0.0 0.1 -0.4
0.0 0.0 0.2
0.0 -0.1 0.1
0.0 0.0 0.0
0.1 0.0 -0.1
0.0 0.1 -0.1

highest occupied orbital energy (alpha / beta): -0.5220 / -0.5216 Eh
Kohn-Sham gap (alpha / beta): 0.3032 / 0.2156 Ha
total charge: +2
energy above the lowest of the compared OMol25 structures with the same formula, charge and spin: 25.2 kcal per mole
2S+1: 2
E: -70110.7644 eV

=====

(3)
Entry from the Open Molecules 2025 dataset: C17H25F3N4O3 in the gas phase (wB97M-V/def2-TZVPD).

Cartesian coordinates (Å):
C -2.44404 3.21802 -1.03431
C -3.54174 2.25111 -0.61144
C -3.39559 0.87370 -1.24880
N -2.18453 0.18562 -0.83232
C -1.12616 0.00923 -1.65480
O -1.06545 0.47969 -2.77712
C 0.05362 -0.81687 -1.10909
C -0.13917 -2.27921 -1.36700
N -1.33823 -2.83492 -1.43159
N -1.09367 -4.13348 -1.63744
C 0.22992 -4.41581 -1.69227
C 0.89691 -3.22932 -1.51460
C 2.36614 -2.95049 -1.50970
N 0.47023 -0.58588 0.27974
C -0.23599 -1.27864 1.34213
C 0.59197 -1.29068 2.61761
C 0.86534 0.14812 3.04177
C 1.67236 0.21333 4.31847
F 2.88124 -0.36574 4.19184
F 1.88294 1.48609 4.70754
F 1.04066 -0.40944 5.33248
C 1.56450 0.89000 1.91057
C 0.75187 0.79829 0.60872
C 1.61429 1.47049 -0.44969
O 2.54165 0.95692 -1.01716
O 1.22928 2.73494 -0.63649
C 1.98692 3.46712 -1.61011
H -2.58411 4.19764 -0.57564
H -1.45811 2.85182 -0.74477
H -2.43760 3.34394 -2.11824
H -3.55264 2.14405 0.47823
H -4.52068 2.64954 -0.89252
H -4.25208 0.24482 -0.99826
H -3.34810 0.96416 -2.33328
H -2.19646 -0.31858 0.03546
H 0.88809 -0.50342 -1.73508
H -1.86731 -4.76301 -1.74751
H 0.58940 -5.41855 -1.85283
H 2.94145 -3.85172 -1.30018
H 2.69312 -2.56141 -2.47589
H 2.61253 -2.19852 -0.75937
H -1.20985 -0.81868 1.59946
H -0.44398 -2.29634 1.01867
H 0.05032 -1.82143 3.40229
H 1.53465 -1.80918 2.43271
H -0.08279 0.64405 3.27651
H 1.70642 1.94063 2.16885
H 2.54153 0.43841 1.72585
H -0.16759 1.39486 0.71314
H 1.55077 4.46008 -1.63560
H 3.03438 3.51048 -1.31712
H 1.90340 2.98422 -2.58181

Forces on the atoms, in the same order (eV/Å):
0.0 0.0 0.0
0.0 0.0 0.0
0.0 0.0 0.0
0.0 0.1 0.1
0.0 -0.1 -0.1
0.0 0.0 0.0
0.0 0.0 0.0
0.0 0.0 0.1
0.0 0.0 -0.1
0.0 0.0 0.0
0.0 0.0 0.0
0.0 0.0 0.0
0.0 0.0 0.0
0.0 0.0 -0.1
0.0 0.0 0.1
-0.1 0.0 0.0
0.1 0.0 0.0
0.0 0.0 -0.1
0.0 0.0 0.0
0.0 0.0 0.0
0.0 0.0 0.0
-0.1 0.0 0.0
0.1 0.1 0.1
-0.1 -0.1 -0.1
0.0 0.0 0.1
0.0 0.1 0.0
0.0 0.0 0.0
0.0 0.0 0.0
0.0 0.0 0.0
0.0 0.0 0.0
0.0 0.0 0.0
0.0 0.0 0.0
0.0 0.0 0.0
0.0 0.0 0.0
0.0 -0.1 0.0
0.0 0.0 0.0
0.0 0.0 0.0
0.0 0.0 0.0
0.0 0.0 0.0
0.0 0.0 0.0
0.0 0.0 0.0
0.0 0.1 -0.1
0.0 0.0 0.0
0.0 0.0 0.0
0.0 0.0 0.0
0.0 0.0 0.0
0.0 0.0 0.0
0.0 0.0 0.0
0.0 0.0 0.0
0.0 0.0 0.0
0.0 0.0 0.0
0.0 0.0 0.0

highest occupied orbital energy: -0.3218 Eh
Kohn-Sham gap: 0.3472 Ha
total charge: 0
energy above the lowest of the compared OMol25 structures with the same formula, charge and spin: 5.5 kcal per mole
E: -38291.7240 eV

=====

(4)
Entry from the Open Molecules 2025 dataset: a molecular structure, C17H25FeN2 at a distorted geometry (wB97M-V/def2-TZVPD).

Cartesian coordinates (Å):
N -2.74258 1.63553 0.16710
C -2.96292 1.65833 1.60851
C -2.37440 0.40731 2.25237
C -2.22212 0.49046 3.78222
C -0.98695 -0.37385 4.10174
C -0.16152 -0.38377 2.79458
N -1.09391 0.00091 1.76006
H -3.06751 0.74536 -0.22263
H -3.25417 2.40207 -0.26097
H -2.51520 2.56978 2.02916
H -4.02472 1.63497 1.90687
H -3.12478 -0.38952 2.04226
H -2.07676 1.53246 4.09235
H -3.15071 0.13946 4.23767
H -0.43480 0.02822 4.96349
H -1.32304 -1.39586 4.31979
H 0.70426 0.29896 2.89562
H 0.26134 -1.37173 2.55314
H -0.74563 0.28646 0.85129
C -1.01105 -2.48842 0.01625
C -0.43959 -1.37494 -0.78528
C 0.89085 -1.42790 -1.35241
C 1.42474 -1.67772 -2.72757
C 2.88316 -1.57450 -2.69348
C 3.26278 -1.22376 -1.33406
C 2.07059 -1.09651 -0.54692
Fe 1.98558 0.07652 -2.13370
C 2.36938 1.90943 -1.55857
C 0.94213 1.69093 -1.75389
C 0.74994 1.26086 -3.12565
C 2.04427 1.21233 -3.77183
C 3.04872 1.61574 -2.80933
H -1.87190 -2.07650 0.55492
H -1.32252 -3.34572 -0.61886
H -0.34437 -2.91294 0.80020
H -1.17102 -0.78316 -1.34448
H 0.82936 -2.00846 -3.57393
H 3.56312 -1.78890 -3.52375
H 4.28015 -1.10238 -0.95657
H 1.97929 -0.93992 0.52504
H 2.83683 2.31716 -0.67408
H 0.16310 1.92315 -1.03969
H -0.20435 1.08911 -3.61012
H 2.23439 1.02798 -4.82455
H 4.10257 1.78296 -3.01229

Forces on the atoms, in the same order (eV/Å):
-0.3 -0.1 0.0
0.1 -0.2 0.4
-0.2 -0.3 -0.1
-0.1 0.2 -0.4
-0.4 -0.2 -0.2
0.4 0.2 0.0
0.4 0.5 0.4
0.1 0.5 0.0
0.1 -0.3 -0.2
0.1 -0.2 -0.1
0.0 0.3 -0.1
0.1 0.0 0.0
0.1 -0.1 -0.1
0.2 0.0 0.3
-0.1 -0.3 -0.3
0.2 0.2 0.1
-0.3 -0.1 -0.2
0.0 0.1 0.3
-0.2 0.0 0.3
-0.2 -0.2 0.8
0.2 -0.5 -1.5
1.4 -0.6 0.0
-1.3 -1.4 0.9
0.9 -1.2 1.0
1.1 -1.2 -0.7
-0.8 -1.8 1.0
0.0 0.0 0.2
0.8 1.7 -0.6
-1.2 0.8 -1.4
-1.4 1.5 1.1
1.5 1.5 -0.8
-0.1 0.9 -0.2
-0.2 -0.4 0.0
0.0 0.3 0.2
-0.1 0.4 -0.6
-0.1 -0.1 0.1
0.1 -0.1 0.1
-0.3 0.0 0.4
-0.3 -0.1 -0.2
0.3 0.0 -0.1
-0.1 0.2 0.0
0.0 0.0 0.0
0.1 0.1 0.0
-0.1 0.1 0.1
-0.2 -0.1 0.0

highest occupied orbital energy (alpha / beta): 0.0035 / -0.0733 Eh
Kohn-Sham gap (alpha / beta): 0.1071 / 0.1115 Ha
total charge: -1
2S+1: 5
E: -55392.2169 eV

=====

(5)
Entry from the Open Molecules 2025 dataset: a molecular structure, C17H25I2N3O2SSc (wB97M-V/def2-TZVPD).

Cartesian coordinates (Å):
Sc 0.17613 0.18245 -0.07398
I -0.74435 2.08859 2.47461
C 0.33229 2.30998 0.57869
I 1.64613 0.28678 -2.45648
H 1.30019 2.68657 0.90502
H -0.18787 3.12949 0.08962
N 3.68632 0.68651 0.46422
C 3.07538 -0.02423 1.41256
N 1.82528 -0.42393 1.34117
C 1.46018 -1.14677 2.49731
C 0.22140 -1.72839 2.74159
C 0.01525 -2.39010 3.94003
C 1.02921 -2.48347 4.89153
C 2.27079 -1.91627 4.65322
C 2.46567 -1.25499 3.44955
S 3.90785 -0.45993 2.87278
H 3.23743 0.79793 -0.43831
H 4.66042 0.91614 0.54638
H -0.57729 -1.68044 2.01292
H -0.94751 -2.84425 4.14096
H 0.84820 -3.00403 5.82302
H 3.06571 -1.98922 5.38582
O -0.42082 -1.76731 -0.60846
C -0.86731 -2.74448 -1.25012
C -0.17508 -4.06828 -1.15943
C -1.04455 -5.14638 -0.48325
C -2.07166 -5.79647 -1.40872
C -3.13340 -4.84725 -1.95755
C -2.55796 -3.71052 -2.79569
N -1.95598 -2.63415 -1.99245
H 0.74003 -3.89663 -0.60120
H 0.10584 -4.38964 -2.16714
H -1.54345 -4.71332 0.39039
H -0.37556 -5.91811 -0.10393
H -2.56306 -6.60963 -0.87229
H -1.54412 -6.25629 -2.25097
H -3.72232 -4.42090 -1.13932
H -3.82491 -5.41062 -2.58600
H -3.33195 -3.23908 -3.39408
H -1.81096 -4.09544 -3.49119
H -2.38173 -1.72137 -2.01297
C -4.13902 -0.22879 1.39518
O -2.78224 -0.36880 0.87871
C -2.22442 0.52973 0.13706
C -3.09270 1.62336 -0.35907
H -4.23121 0.72016 1.91555
H -4.26934 -1.05344 2.08491
H -4.85787 -0.29321 0.58347
H -3.96510 1.20966 -0.87702
H -2.54154 2.26743 -1.03582
H -3.47118 2.22625 0.47167

Forces on the atoms, in the same order (eV/Å):
0.3 0.0 -0.1
0.1 -0.1 -0.1
-0.1 -0.1 0.0
-0.3 0.1 0.2
0.1 0.0 0.0
0.0 0.1 -0.1
0.0 0.0 0.1
0.0 0.1 0.0
-0.7 -0.2 0.1
0.1 0.1 -0.3
0.0 0.0 0.0
0.0 0.0 0.0
0.1 0.0 0.0
0.0 0.0 0.0
0.1 0.0 0.1
0.1 0.0 0.1
0.0 0.0 -0.1
0.0 0.0 0.0
-0.1 0.0 -0.1
0.0 0.0 0.0
0.0 0.0 0.0
-0.1 0.0 0.0
-0.2 0.2 0.2
0.2 -0.1 0.0
-0.1 -0.1 0.0
0.0 0.0 -0.1
0.0 0.0 0.0
0.0 0.1 0.1
0.1 0.1 0.1
0.0 -0.1 -0.1
0.0 0.0 0.0
0.0 0.0 0.0
0.0 0.0 0.0
0.0 0.0 0.0
0.0 0.0 0.0
0.0 0.0 0.0
0.0 0.0 0.0
0.0 0.0 0.0
-0.1 0.0 0.0
0.0 0.0 0.0
0.0 0.1 -0.1
0.1 -0.1 -0.1
-0.1 0.0 0.0
0.2 -0.2 0.0
0.0 0.2 0.0
0.0 0.0 0.0
0.0 0.0 0.0
0.0 0.0 0.0
0.0 0.0 0.0
0.0 0.1 0.0
0.0 0.0 0.0

highest occupied orbital energy: -0.4066 Eh
Kohn-Sham gap: 0.2927 Ha
total charge: +1
energy above the lowest of the compared OMol25 structures with the same formula, charge and spin: 0.8 kcal per mole
E: -74334.8007 eV

=====

Copy entry 5 word for word.
Entry from the Open Molecules 2025 dataset: a molecular structure, C17H25I2N3O2SSc (wB97M-V/def2-TZVPD).

Cartesian coordinates (Å):
Sc 0.17613 0.18245 -0.07398
I -0.74435 2.08859 2.47461
C 0.33229 2.30998 0.57869
I 1.64613 0.28678 -2.45648
H 1.30019 2.68657 0.90502
H -0.18787 3.12949 0.08962
N 3.68632 0.68651 0.46422
C 3.07538 -0.02423 1.41256
N 1.82528 -0.42393 1.34117
C 1.46018 -1.14677 2.49731
C 0.22140 -1.72839 2.74159
C 0.01525 -2.39010 3.94003
C 1.02921 -2.48347 4.89153
C 2.27079 -1.91627 4.65322
C 2.46567 -1.25499 3.44955
S 3.90785 -0.45993 2.87278
H 3.23743 0.79793 -0.43831
H 4.66042 0.91614 0.54638
H -0.57729 -1.68044 2.01292
H -0.94751 -2.84425 4.14096
H 0.84820 -3.00403 5.82302
H 3.06571 -1.98922 5.38582
O -0.42082 -1.76731 -0.60846
C -0.86731 -2.74448 -1.25012
C -0.17508 -4.06828 -1.15943
C -1.04455 -5.14638 -0.48325
C -2.07166 -5.79647 -1.40872
C -3.13340 -4.84725 -1.95755
C -2.55796 -3.71052 -2.79569
N -1.95598 -2.63415 -1.99245
H 0.74003 -3.89663 -0.60120
H 0.10584 -4.38964 -2.16714
H -1.54345 -4.71332 0.39039
H -0.37556 -5.91811 -0.10393
H -2.56306 -6.60963 -0.87229
H -1.54412 -6.25629 -2.25097
H -3.72232 -4.42090 -1.13932
H -3.82491 -5.41062 -2.58600
H -3.33195 -3.23908 -3.39408
H -1.81096 -4.09544 -3.49119
H -2.38173 -1.72137 -2.01297
C -4.13902 -0.22879 1.39518
O -2.78224 -0.36880 0.87871
C -2.22442 0.52973 0.13706
C -3.09270 1.62336 -0.35907
H -4.23121 0.72016 1.91555
H -4.26934 -1.05344 2.08491
H -4.85787 -0.29321 0.58347
H -3.96510 1.20966 -0.87702
H -2.54154 2.26743 -1.03582
H -3.47118 2.22625 0.47167

Forces on the atoms, in the same order (eV/Å):
0.3 0.0 -0.1
0.1 -0.1 -0.1
-0.1 -0.1 0.0
-0.3 0.1 0.2
0.1 0.0 0.0
0.0 0.1 -0.1
0.0 0.0 0.1
0.0 0.1 0.0
-0.7 -0.2 0.1
0.1 0.1 -0.3
0.0 0.0 0.0
0.0 0.0 0.0
0.1 0.0 0.0
0.0 0.0 0.0
0.1 0.0 0.1
0.1 0.0 0.1
0.0 0.0 -0.1
0.0 0.0 0.0
-0.1 0.0 -0.1
0.0 0.0 0.0
0.0 0.0 0.0
-0.1 0.0 0.0
-0.2 0.2 0.2
0.2 -0.1 0.0
-0.1 -0.1 0.0
0.0 0.0 -0.1
0.0 0.0 0.0
0.0 0.1 0.1
0.1 0.1 0.1
0.0 -0.1 -0.1
0.0 0.0 0.0
0.0 0.0 0.0
0.0 0.0 0.0
0.0 0.0 0.0
0.0 0.0 0.0
0.0 0.0 0.0
0.0 0.0 0.0
0.0 0.0 0.0
-0.1 0.0 0.0
0.0 0.0 0.0
0.0 0.1 -0.1
0.1 -0.1 -0.1
-0.1 0.0 0.0
0.2 -0.2 0.0
0.0 0.2 0.0
0.0 0.0 0.0
0.0 0.0 0.0
0.0 0.0 0.0
0.0 0.0 0.0
0.0 0.1 0.0
0.0 0.0 0.0

highest occupied orbital energy: -0.4066 Eh
Kohn-Sham gap: 0.2927 Ha
total charge: +1
energy above the lowest of the compared OMol25 structures with the same formula, charge and spin: 0.8 kcal per mole
E: -74334.8007 eV

=====

> Which formula does entry 4 have?

C17H25FeN2

=====

> The highest total charge belongs to which entry?

C17H25Cl5N7O3PdS